1.
ORCA calculation (the ωB97M-V functional and the def2-TZVPD basis) on a 3-piece molecular cluster, C5H12N2O overall in a non-equilibrium geometry.

XYZ file:
```
20
Properties=species:S:1:pos:R:3
O -1.1751 0.8480 0.4154
N -0.7155 2.3899 -1.3747
N -0.7282 -2.0263 1.1121
C 1.7611 0.4185 0.9916
C -1.2606 1.1128 -0.9750
C 1.5792 -0.8271 1.4634
C -0.0118 -0.8206 -2.3132
C -0.6075 0.0554 -1.7535
H -1.2323 -1.1407 1.1724
H 2.1718 0.5770 0.0036
H 0.5018 -1.5888 -2.8172
H -1.1659 3.1372 -0.8597
H -1.3343 -2.7636 1.4678
H 1.4207 -0.9983 2.5156
H -0.2100 0.7060 0.6749
H -0.5996 -2.2024 0.1252
H 1.8699 -1.6902 0.8859
H 0.2810 2.4296 -1.1877
H -2.3334 1.1165 -1.2079
H 1.7887 1.2670 1.6611
```

Output
- Total charge: 0
- Relative energy (zero: lowest compared OMol25 entry of this formula, charge and spin): 409.5 kJ/mol
- LUMO level: 1.02 eV
- Molar mass: 116.16 g/mol
- SMILES string: C#C[C@H](N)O.C=C.N
- Gap between HOMO and LUMO: 0.377 Ha
- Highest occupied orbital energy: -9.236 eV
- Electronic energy: -382.34654 Eh

2.
ORCA calculation (the ωB97M-V functional and the def2-TZVPD basis) on an isolated molecule of C5H12N2O in a non-equilibrium geometry.

XYZ file:
```
20
Properties=species:S:1:pos:R:3
O 1.9985 0.3185 -0.8746
N -0.2995 -1.0707 -0.4678
N 1.9267 1.5318 1.0221
C -1.4975 -0.6907 -1.2074
C 1.4092 0.6158 0.1567
C 0.0772 -0.0619 0.5053
C -1.8931 -1.8192 -2.1532
C 1.4016 1.6646 2.3945
H 1.7640 0.8403 3.0016
H -0.6395 0.7679 0.5327
H -2.3221 -0.5845 -0.4968
H 0.1221 -0.5137 1.4974
H 0.3169 1.7008 2.3340
H 1.6718 2.6326 2.8065
H -1.8449 -2.7489 -1.5858
H 2.8590 1.8963 0.9203
H -2.8838 -1.6646 -2.5706
H 0.4763 -1.1638 -1.1010
H -1.2003 -1.9263 -2.9877
H -1.4425 0.2757 -1.7265
```

Output
- Total charge: 0
- Relative energy (zero: lowest compared OMol25 entry of this formula, charge and spin): 106.3 kJ/mol
- LUMO level: 0.82 eV
- Molar mass: 116.16 g/mol
- SMILES string: CCNCC(=O)NC
- Gap between HOMO and LUMO: 0.359 Ha
- Highest occupied orbital energy: -8.959 eV
- Electronic energy: -382.46204 Eh

3.
ORCA calculation (the ωB97M-V functional and the def2-TZVPD basis) on a 2-piece molecular cluster, C5H12N2O overall in a non-equilibrium geometry.

XYZ file:
```
20
Properties=species:S:1:pos:R:3
O -1.0404 -1.4519 0.7204
N -2.0926 0.3978 -0.0526
N -2.8637 -0.2908 -0.9292
C -1.0827 -0.0463 0.6052
C 2.4932 -0.1321 -0.1660
C -0.4055 0.6506 1.6854
C 0.6063 0.5281 -1.5682
C 1.3336 -0.4619 -1.0032
H -0.3179 0.3236 -2.1551
H 2.7635 0.9743 -0.1746
H 3.4416 -0.7353 -0.3746
H -0.2970 0.0430 2.5467
H -2.4753 -1.2258 -0.9800
H 1.1183 -1.5393 -1.2352
H -2.1793 1.3758 -0.0123
H -1.7493 -1.9214 0.1491
H -0.9509 1.3725 2.1687
H 2.2951 -0.4584 0.8284
H 0.9084 1.5655 -1.3505
H 0.4945 1.0319 1.2975
```

Output
- Total charge: 0
- Relative energy (zero: lowest compared OMol25 entry of this formula, charge and spin): 506.6 kJ/mol
- LUMO level (alpha / beta): 0.75 / 0.75 eV
- Molar mass: 116.16 g/mol
- Gap between HOMO and LUMO (alpha / beta): 0.296 / 0.296 Ha
- Highest occupied orbital energy (alpha / beta): -7.291 / -7.293 eV
- Electronic energy: -382.30957 Eh

4.
ORCA calculation (the ωB97M-V functional and the def2-TZVPD basis) on a 2-piece molecular cluster, C5H12N2O overall in a non-equilibrium geometry.

XYZ file:
```
20
Properties=species:S:1:pos:R:3
O -0.2867 1.7335 -1.2079
N 0.4378 2.4296 1.3914
N -0.0766 -1.4679 1.9479
C 0.4482 0.7783 -1.8123
C -0.2210 1.5025 2.0233
C 0.4591 -1.1527 0.6335
C -0.6853 -0.9739 -0.3527
C -0.2726 -0.5969 -1.7814
H 1.0233 -0.1229 0.7944
H 1.2561 -1.9057 0.2275
H 0.2944 0.6545 2.4877
H -1.1702 -0.4360 -2.3456
H -1.3066 1.5063 2.0943
H 0.2264 2.2942 0.3576
H 0.3408 -1.3888 -2.2212
H -1.3453 -0.2091 0.0998
H 1.4519 0.6278 -1.3022
H -1.2882 -1.8922 -0.3109
H 0.6589 1.0338 -2.8690
H 0.0553 -2.4144 2.1456
```

Output
- Total charge: 0
- Relative energy (zero: lowest compared OMol25 entry of this formula, charge and spin): 1038.3 kJ/mol
- LUMO level: -4.16 eV
- Molar mass: 116.16 g/mol
- Gap between HOMO and LUMO: 0.142 Ha
- Highest occupied orbital energy: -8.023 eV
- Electronic energy: -382.10707 Eh

5.
ORCA calculation (the ωB97M-V functional and the def2-TZVPD basis) on C5H12N2O as an isolated structure in a non-equilibrium geometry.

XYZ file:
```
20
Properties=species:S:1:pos:R:3
O -3.1457 0.1352 -0.9944
N -1.1739 1.0548 0.7894
N 3.6148 0.5940 0.0054
C 0.3230 -1.0081 0.2059
C 2.2352 0.2933 -0.1630
C -2.1722 -0.6663 -0.3419
C 1.3450 -0.1774 0.8930
C -0.8490 0.0407 -0.1763
H -1.9696 -1.5651 -0.9701
H -0.4979 0.5250 -1.0831
H 0.5652 -1.6929 -0.6746
H 1.7868 0.3127 -1.1494
H -1.6581 1.9461 0.3081
H 1.8087 -0.4088 1.8403
H -3.9860 0.0469 -0.5518
H 4.0185 0.5030 -0.8828
H -2.4753 -1.0413 0.6447
H -0.1699 -1.6442 0.9725
H -0.3596 1.3640 1.2435
H 2.7598 1.3882 0.0846
```

Output
- Total charge: 0
- Relative energy (zero: lowest compared OMol25 entry of this formula, charge and spin): 612.9 kJ/mol
- LUMO level: 0.60 eV
- Molar mass: 116.16 g/mol
- Gap between HOMO and LUMO: 0.317 Ha
- Highest occupied orbital energy: -8.024 eV
- Electronic energy: -382.26909 Eh

6.
ORCA calculation (the ωB97M-V functional and the def2-TZVPD basis) on an isolated molecule of C5H12N2O in a non-equilibrium geometry.

XYZ file:
```
20
Properties=species:S:1:pos:R:3
O 1.1710 -1.2051 1.6129
N 1.0977 -1.4907 -1.8539
N -0.6107 1.4236 0.2176
C -0.5286 0.0803 0.8438
C -0.3934 -1.3887 -1.4442
C -0.0765 2.6187 1.0017
C 0.9163 -0.1945 1.0920
C -0.8783 -1.0845 -0.0920
H 1.5059 -2.4121 -1.9344
H -0.7898 -0.7808 -2.2473
H -0.2322 2.5086 2.0748
H -0.6619 3.5184 0.7636
H -0.2273 1.4269 -0.6678
H 0.9808 2.6663 0.8557
H 1.6489 0.5360 0.7485
H -1.0201 0.1641 1.8045
H -1.9940 -1.0592 -0.1849
H -0.9432 -2.4136 -1.5928
H 1.7422 -0.8888 -1.4499
H -0.7067 -2.0250 0.4520
```

Output
- Total charge: 0
- Relative energy (zero: lowest compared OMol25 entry of this formula, charge and spin): 341.3 kJ/mol
- LUMO level: 0.92 eV
- Molar mass: 116.16 g/mol
- SMILES string: CN[C@H](C=O)CCN
- Gap between HOMO and LUMO: 0.350 Ha
- Highest occupied orbital energy: -8.606 eV
- Electronic energy: -382.37253 Eh

7.
ORCA calculation (the ωB97M-V functional and the def2-TZVPD basis) on a 2-piece molecular cluster, C5H12N2O overall in a non-equilibrium geometry.

XYZ file:
```
20
Properties=species:S:1:pos:R:3
O 0.8163 1.0835 1.7674
N 1.9398 1.6063 -0.1387
N 1.2739 -0.5921 0.3029
C -1.8015 0.3365 0.3926
C -1.8593 -1.0943 -0.3460
C 2.1548 -1.1582 -0.6883
C 1.1344 0.7570 0.6238
C -2.7973 1.2007 0.2297
H 2.8355 1.2538 -0.4360
H 1.8756 -2.1948 -0.8683
H 2.0744 -0.6385 -1.6476
H -3.0232 1.9765 0.9445
H -1.0058 -1.3406 -0.9724
H 0.6159 -1.1832 0.7864
H 3.1994 -1.1129 -0.3643
H -3.5488 1.0943 -0.5398
H -1.2435 0.3957 1.3189
H 2.0282 2.5312 0.2545
H -2.6804 -1.0849 -1.0589
H -1.9885 -1.8363 0.4397
```

Output
- Total charge: 0
- Relative energy (zero: lowest compared OMol25 entry of this formula, charge and spin): 216.2 kJ/mol
- LUMO level: 0.78 eV
- Molar mass: 116.16 g/mol
- SMILES string: CNC(N)=O.C=CC
- Gap between HOMO and LUMO: 0.373 Ha
- Highest occupied orbital energy: -9.367 eV
- Electronic energy: -382.42016 Eh

8.
ORCA calculation (the ωB97M-V functional and the def2-TZVPD basis) on an isolated molecule of C5H12N2O in a non-equilibrium geometry.

XYZ file:
```
20
Properties=species:S:1:pos:R:3
O -2.7905 -1.1857 -0.5392
N -0.4126 -1.7839 0.8094
N -2.2301 0.1226 -0.1968
C 2.2720 -0.1224 1.1975
C 1.6667 -0.6683 -0.0797
C -0.6775 0.2325 -0.6440
C 0.0544 -0.8193 0.1172
C -0.2586 1.6624 -0.3425
H 3.3654 -0.1567 1.1553
H 1.9785 0.9170 1.3712
H 0.7132 1.8945 -0.7882
H 1.9293 -0.0625 -0.9492
H -3.5348 -0.9524 -1.1240
H -0.6403 0.0200 -1.7151
H -1.4519 -1.6904 0.7540
H -0.2042 1.8462 0.7344
H 1.9469 -0.7018 2.0679
H -2.7711 0.7638 -0.7836
H 2.0233 -1.6838 -0.2756
H -0.9780 2.3683 -0.7691
```

Output
- Total charge: 0
- Relative energy (zero: lowest compared OMol25 entry of this formula, charge and spin): 363.8 kJ/mol
- LUMO level: 0.58 eV
- Molar mass: 116.16 g/mol
- SMILES string: [H]/N=C(/CC)[C@H](C)NO
- Gap between HOMO and LUMO: 0.364 Ha
- Highest occupied orbital energy: -9.314 eV
- Electronic energy: -382.36396 Eh

9.
ORCA calculation (the ωB97M-V functional and the def2-TZVPD basis) on an isolated molecule of C5H12N2O in a non-equilibrium geometry.

XYZ file:
```
20
Properties=species:S:1:pos:R:3
O 0.9867 -2.4866 1.2610
N -0.4510 0.8878 1.3337
N 1.0413 -1.1291 -0.5725
C -1.0016 -0.9990 -1.8682
C -0.1805 2.2795 1.6658
C 1.5784 -2.0252 0.3011
C -0.3739 -0.7407 -0.4922
C -0.4933 0.7384 -0.1177
H -0.2297 2.5418 2.7206
H 0.7545 2.6999 1.2637
H -0.9689 2.8855 1.1875
H 1.6764 -0.5771 -1.1200
H 0.2397 0.3454 1.8327
H 2.6113 -2.3669 0.1086
H -1.4091 -2.0007 -2.0333
H -0.8328 -1.3182 0.3045
H 0.3980 1.2384 -0.5495
H -0.2173 -0.9755 -2.6299
H -1.3600 1.2644 -0.4953
H -1.7682 -0.2620 -2.1009
```

Output
- Total charge: 0
- Relative energy (zero: lowest compared OMol25 entry of this formula, charge and spin): 137.2 kJ/mol
- LUMO level: 0.84 eV
- Molar mass: 116.16 g/mol
- SMILES string: CNC[C@@H](C)NC=O
- Gap between HOMO and LUMO: 0.361 Ha
- Highest occupied orbital energy: -8.979 eV
- Electronic energy: -382.45029 Eh

10.
ORCA calculation (the ωB97M-V functional and the def2-TZVPD basis) on an isolated molecule of C5H12N2O in a non-equilibrium geometry.

XYZ file:
```
20
Properties=species:S:1:pos:R:3
O 0.0538 -2.1464 0.9255
N -0.7029 0.2772 -0.0898
N 0.3722 -0.9831 1.2012
C -1.3494 1.1185 0.8943
C -1.5668 -0.6888 -0.7049
C 0.7076 -0.1229 0.0837
C 1.2544 -0.7839 -1.1771
C 1.5822 1.0383 0.5350
H 1.4180 1.2562 1.5856
H 2.6281 0.7690 0.4111
H 2.3260 -0.9274 -1.0701
H 1.0646 -0.1577 -2.0442
H -0.6260 1.7574 1.3850
H -1.3446 -0.7815 -1.7660
H 0.7972 -1.7595 -1.3207
H -1.8787 0.5393 1.6560
H -2.0722 1.7497 0.3728
H -2.6029 -0.3872 -0.5794
H -1.4390 -1.6876 -0.2341
H 1.3784 1.9204 -0.0641
```

Output
- Total charge: 0
- Relative energy (zero: lowest compared OMol25 entry of this formula, charge and spin): 384.9 kJ/mol
- LUMO level: 0.72 eV
- Molar mass: 116.16 g/mol
- SMILES string: CN(C)C(C)(C)N=O
- Gap between HOMO and LUMO: 0.331 Ha
- Highest occupied orbital energy: -8.281 eV
- Electronic energy: -382.35592 Eh